[1]
The following is a DFT calculation (ωB97M-V/def2-TZVPD) of a cluster of 2 separate species, C2H2N2O2 in total.

Each line ends with the Mulliken charge.
Positions of all 8 atoms, in Å:
1 O -0.818 -1.938 -0.496  -0.508
2 O 1.220 -1.417 -0.441  -0.482
3 C -0.157 0.202 0.337  -0.532
4 N 0.944 2.139 -0.750  -0.264
5 C 0.474 1.233 -0.328  0.339
6 H -1.787 0.640 0.461  0.312
7 N 0.061 -1.170 -0.231  0.856
8 H 0.064 0.311 1.448  0.279

Its HOMO-LUMO gap is 10.57 eV. As for the total energy: -9175.1345 eV. The value obtained for the LUMO energy is -0.987 eV. The strongest force on any atom is 6.4 eV Å⁻¹. The value obtained for the HOMO energy is -11.555 eV. For the energy above the lowest of the compared OMol25 structures with the same formula, charge and spin, the calculation gives 6.652 eV.

***

[2]
The following is a DFT calculation (ωB97M-V/def2-TZVPD) of a cluster of 8 separate species, C23H61NO15 in total.

Each line ends with the Mulliken charge.
Positions of all 100 atoms, in Å:
1 H -1.065 -0.409 2.154  0.241
2 H 0.830 6.769 -1.990  0.441
3 H -3.642 -0.677 -5.975  0.306
4 H 1.870 -0.983 3.692  0.327
5 C 0.225 3.444 0.377  -0.748
6 O -3.834 -2.133 -0.655  -0.562
7 H -1.495 8.196 0.550  0.449
8 H 2.445 1.293 4.842  0.374
9 O -3.225 -0.880 -5.139  -0.525
10 H -0.195 -4.172 -2.569  0.219
11 C 1.409 -8.413 3.788  -0.449
12 C 2.011 6.011 1.039  -0.684
13 H -3.880 -5.438 0.647  0.263
14 H -0.519 3.270 -0.392  0.564
15 O -0.593 -0.455 0.100  0.146
16 H -1.390 -3.083 0.775  -0.148
17 O 0.617 -6.431 2.576  -0.456
18 H 2.162 -5.491 -1.211  0.359
19 H 2.027 -10.211 3.297  0.298
20 H -1.950 7.562 -0.992  0.380
21 H 3.082 -0.279 -2.548  0.293
22 C -0.163 6.623 -0.143  1.857
23 H -4.035 -2.982 -2.562  0.390
24 C -4.144 -4.484 -1.052  -0.599
25 C -1.247 -0.985 1.235  -0.618
26 O 1.181 -0.144 -3.238  -0.545
27 O -3.329 -4.960 0.026  -0.434
28 H 0.897 7.822 1.328  0.371
29 H -0.409 3.192 3.002  0.204
30 H -1.623 -0.416 -1.639  0.318
31 H 2.691 2.187 -1.499  0.267
32 O 3.075 2.163 -3.428  -0.612
33 C 1.855 1.083 3.044  0.779
34 H -0.568 8.645 -0.837  0.388
35 C 2.164 0.248 -2.284  0.686
36 C -1.625 0.094 -3.575  0.321
37 H 2.610 5.526 0.258  0.229
38 O 0.982 -2.854 -1.493  -0.243
39 H -1.868 3.565 2.150  0.440
40 C -1.074 7.789 -0.381  -2.119
41 O -2.011 5.204 0.147  -0.508
42 H 1.867 4.216 2.180  -0.052
43 H 2.687 1.843 -4.251  0.356
44 O 1.207 -9.831 3.632  -0.535
45 H 0.701 -6.202 -1.815  0.398
46 H -2.551 -3.354 -1.822  -0.210
47 H 2.787 6.498 1.648  0.475
48 H 4.468 -0.098 2.973  0.329
49 H -0.913 -0.720 -3.778  0.162
50 C 1.094 -5.298 -1.325  -0.569
51 H 1.812 -0.046 -1.294  -0.393
52 H -2.230 0.949 -5.372  0.394
53 H 0.375 -2.971 -0.745  0.000
54 C 2.473 -0.330 3.075  -0.481
55 H 0.593 -8.049 4.417  0.259
56 C -3.621 -3.206 -1.563  0.249
57 H 0.771 5.142 -1.520  0.286
58 H -3.613 -1.286 -1.092  0.342
59 H -0.733 5.919 -2.136  0.350
60 H -1.240 -2.798 2.427  0.457
61 C 2.288 1.720 -2.396  -0.483
62 H 0.362 -0.397 0.228  -0.113
63 H 1.068 5.641 2.894  0.509
64 H 2.397 -8.232 4.212  0.262
65 H 0.863 -3.319 1.065  0.287
66 C -0.072 4.557 1.380  1.956
67 C -0.937 4.017 2.503  -1.811
68 H 2.496 -0.726 2.053  0.198
69 H -3.403 0.971 -4.081  0.299
70 C 1.221 -7.701 2.455  -0.205
71 H -4.140 -5.188 -1.888  0.252
72 O 0.567 -2.477 1.428  -0.451
73 H 1.141 3.671 -0.193  -0.102
74 C 1.115 7.112 0.510  -1.384
75 C -2.677 0.311 -4.589  -0.795
76 H 1.270 2.108 -2.511  0.190
77 C -0.874 -2.388 1.467  -0.001
78 H 0.551 2.571 0.951  -0.485
79 H -1.164 4.745 3.283  0.456
80 H 2.143 -7.607 1.858  0.268
81 H 1.455 -4.064 -3.132  0.432
82 O -2.300 -0.304 -2.330  -0.511
83 H -1.029 1.001 -3.415  -0.034
84 H -0.451 -5.303 -0.138  0.232
85 H 0.909 0.905 2.489  -0.515
86 O 1.665 1.584 4.342  -0.532
87 N -0.805 5.679 0.769  0.154
88 H 1.616 7.814 -0.173  0.498
89 H 0.763 -0.947 -2.890  0.153
90 H 0.574 -8.360 1.855  0.286
91 C 1.228 5.080 1.973  -0.868
92 O 3.787 -0.236 3.628  -0.578
93 C 0.153 6.038 -1.525  -1.605
94 C 0.855 -4.097 -2.230  -0.545
95 H 2.399 1.740 2.350  0.049
96 H -5.153 -4.374 -0.649  0.379
97 H -2.301 -0.841 1.004  0.500
98 H 0.431 -6.187 1.653  0.396
99 H -2.701 5.488 0.759  0.363
100 O 0.512 -5.190 -0.028  -0.581

Its HOMO-LUMO gap is 8.61 eV. As for the total energy: -57037.7249 eV. As for the structure (SMILES): CC1(C)CCCC(C)(C)N1O.OCCO.OCCO.OCCO.OCCO.OCCO.OCCO.OCCO. The value obtained for the LUMO energy is 0.360 eV. The strongest force on any atom is 2.5 eV Å⁻¹. The value obtained for the HOMO energy is -8.255 eV. For the energy above the lowest of the compared OMol25 structures with the same formula, charge and spin, the calculation gives 1.099 eV.

***

[3]
The following is a DFT calculation (ωB97M-V/def2-TZVPD) of a structure of composition C31H33MgN5OS2.

Each line ends with the Mulliken charge.
Positions of all 73 atoms, in Å:
1 N -1.351 5.068 0.857  -0.731
2 H -0.338 10.164 1.073  0.324
3 C 4.716 -3.325 2.624  -0.975
4 C -1.989 -1.899 -0.218  -0.893
5 C -0.061 3.376 -0.299  0.542
6 H -0.711 -0.601 1.492  0.365
7 C -0.096 6.899 0.309  0.507
8 C -3.029 -1.010 -2.201  -0.895
9 C -2.019 7.286 1.755  -0.879
10 H -3.316 -5.361 -3.356  0.248
11 C -1.664 8.629 1.761  -0.303
12 H 2.134 1.169 -1.760  0.346
13 C 0.436 -4.570 -3.278  -1.416
14 S 3.142 -1.956 -1.400  -0.549
15 H 1.419 -4.110 -3.166  0.280
16 C -4.121 -0.586 -1.476  -0.691
17 H 0.534 -5.644 -3.096  0.397
18 C -1.232 6.392 1.018  0.386
19 H -1.958 2.658 0.456  0.506
20 H -3.181 -1.749 1.547  0.317
21 C -0.804 1.063 -0.309  0.277
22 C -4.192 -0.882 -0.116  -0.881
23 H 6.168 -4.407 1.474  0.360
24 H 3.147 -2.184 3.493  0.346
25 C 3.603 -2.505 2.567  -0.054
26 H -0.064 -4.297 1.008  0.305
27 C -0.493 -3.994 -2.206  0.307
28 N 1.839 -1.336 1.301  1.229
29 H -2.878 6.928 2.309  0.381
30 H 5.282 -3.626 -0.700  0.401
31 N 0.360 0.559 -0.867  0.157
32 H 2.788 0.468 0.861  0.293
33 H 1.177 0.640 1.558  0.432
34 Mg 0.790 -1.398 -0.740  0.711
35 H -4.917 -0.037 -1.959  0.378
36 S -0.675 -2.166 -2.698  -0.215
37 O -1.802 -4.591 -2.252  -0.457
38 C -2.604 -4.528 -3.402  -0.584
39 C 3.059 -2.102 1.345  -0.784
40 C 1.093 2.867 -1.009  -0.791
41 C -0.309 4.675 0.079  0.017
42 C 5.313 -3.743 1.446  -0.419
43 C -1.961 -1.681 -1.607  1.231
44 C -0.575 -1.663 1.697  -0.834
45 C 4.818 -3.313 0.226  -0.647
46 H 1.264 5.778 -0.884  0.147
47 C -1.028 2.351 0.000  -1.179
48 H -1.751 -4.000 1.535  0.249
49 C 0.844 -1.891 2.204  -1.358
50 H -3.175 -3.589 -3.430  0.163
51 H 5.111 -3.640 3.582  0.344
52 H 2.549 0.190 2.606  0.361
53 H 0.937 -1.453 3.214  0.286
54 N -0.833 -2.404 0.471  1.110
55 C 0.230 8.233 0.297  -0.926
56 H -2.022 -4.606 -4.324  0.253
57 C -0.576 9.105 1.049  -0.402
58 C 1.252 1.544 -1.242  -0.642
59 H 0.121 -4.435 -4.327  0.291
60 C 3.688 -2.484 0.149  0.682
61 H -1.585 0.341 -0.131  0.147
62 H -5.050 -0.582 0.469  0.382
63 H -2.266 9.328 2.338  0.316
64 H -1.351 -4.302 -0.190  0.398
65 H 1.072 8.619 -0.269  0.323
66 H -2.960 -0.805 -3.261  0.446
67 H 1.021 -2.968 2.287  0.516
68 C -1.011 -3.832 0.732  -1.076
69 C 2.103 0.066 1.606  -1.418
70 C -3.134 -1.542 0.486  -0.184
71 H 1.857 3.558 -1.358  0.140
72 N 0.479 5.797 -0.261  -0.032
73 H -1.264 -1.954 2.509  0.618

As for the charge: -2. Its HOMO-LUMO gap is 2.83 eV. As for the total energy: -69296.1578 eV. The value obtained for the LUMO energy is 4.270 eV. The strongest force on any atom is 1.6 eV Å⁻¹. The value obtained for the HOMO energy is 1.436 eV. For the energy above the lowest of the compared OMol25 structures with the same formula, charge and spin, the calculation gives 1.389 eV.

***

[4]
The following is a DFT calculation (ωB97M-V/def2-TZVPD) of a cluster of 2 separate species, C7H7ClNO3S in total.

Each line ends with the Mulliken charge.
Positions of all 20 atoms, in Å:
1 C -1.702 -0.791 0.034  0.237
2 N -1.893 -2.034 -0.306  -0.095
3 H -2.953 -2.367 -0.481  0.309
4 H -1.543 1.844 0.934  0.121
5 H 2.498 2.437 -0.155  0.392
6 O -4.256 -0.853 -0.422  -0.753
7 H -1.239 -2.823 -0.354  -0.039
8 C -0.580 1.272 0.563  0.051
9 O -3.481 0.164 1.658  -0.621
10 C 1.626 1.829 -0.115  -0.241
11 C -0.521 0.005 0.044  0.522
12 C 0.450 2.152 0.481  -0.605
13 H 2.663 0.361 -1.286  0.271
14 C 1.774 0.568 -0.612  -0.612
15 H 0.152 3.215 0.852  0.217
16 C 0.669 -0.318 -0.604  -0.201
17 H 0.767 -1.306 -1.134  0.273
18 Cl -0.159 -4.386 -0.513  -0.802
19 O -3.333 1.381 -0.535  -0.610
20 S -3.370 0.121 0.202  1.186

As for the charge: -1. Its HOMO-LUMO gap is 7.50 eV. As for the total energy: -38364.4269 eV. The value obtained for the LUMO energy is 2.000 eV. The strongest force on any atom is 4.4 eV Å⁻¹. The value obtained for the HOMO energy is -5.503 eV. For the energy above the lowest of the compared OMol25 structures with the same formula, charge and spin, the calculation gives 0.000 eV.